C21H32O18 | ωB97M-V/def2-TZVPD

Computed properties:
SMILES: C[C@H]1COC(=O)O1.C[C@H]1COC(=O)O1.CCOC(=O)OC.O=C1OCCO1.O=C1OCCO1.O=C1OCCO1
2S+1: 1
Calculated total energy (a.u.): -2173.764829

Geometry (Å):
C  -0.6642  -1.7365  -2.5793
C  -0.4712  -2.4963  -1.2845
O  -1.2604  -3.6786  -1.5710
C  -1.3289  -3.8876  -2.9035
O  -1.7458  -4.8633  -3.4261
O  -0.9200  -2.7554  -3.5348
H  0.2475  -1.2219  -2.8871
H  -1.4661  -1.0031  -2.5572
H  -1.0649  -2.0331  -0.5029
H  0.5299  -2.7401  -0.9489
C  -1.3546  2.6616  -4.4599
C  -0.7128  1.3931  -3.8511
O  0.5727  1.8359  -3.4437
C  0.5581  3.1836  -3.3453
O  1.3904  3.8273  -2.7743
O  -0.5056  3.7067  -3.9370
H  -2.3921  2.8876  -4.2385
H  -1.1570  2.6852  -5.5329
H  -0.7191  0.6325  -4.6295
H  -1.2934  1.0092  -3.0138
C  0.3829  1.4852  0.0993
C  -0.0722  1.1273  1.4961
O  -1.3702  0.5977  1.2825
C  -1.4770  0.1690  0.0127
O  -2.4351  -0.3824  -0.4326
O  -0.3885  0.5546  -0.7025
H  1.3930  1.1358  -0.0944
H  0.2445  2.4936  -0.2832
H  0.0132  1.9827  2.1683
H  0.7016  0.4715  1.9044
C  -1.9169  5.5850  -1.8791
C  -2.6720  5.2793  -0.6050
C  -2.7766  3.7812  -0.3986
O  -1.9156  3.5447  0.6955
C  -1.5667  4.6841  1.3058
O  -0.9654  4.7657  2.3270
O  -2.0188  5.7386  0.5722
H  -2.3822  5.1246  -2.7450
H  -0.8920  5.2279  -1.7357
H  -1.8100  6.6609  -2.0289
H  -3.6425  5.7782  -0.6711
H  -2.3131  3.2789  -1.2523
H  -3.7862  3.3904  -0.2784
C  3.0584  -1.0636  3.4459
C  3.6478  -0.7219  2.0639
C  4.2583  -1.9523  1.3920
O  3.6302  -1.9934  0.1102
C  2.7411  -0.9928  -0.0113
O  2.2072  -0.7095  -1.0390
O  2.6524  -0.2842  1.1378
H  2.5657  -2.0294  3.3728
H  2.5430  -0.1949  3.8470
H  3.9020  -1.2445  4.1204
H  4.3849  0.0781  2.1492
H  4.1155  -2.8301  2.0207
H  5.3132  -1.7968  1.1654
C  1.1118  -5.8134  1.7976
C  1.1181  -4.3321  1.4709
O  0.8793  -3.6093  2.6984
C  -0.2316  -2.8941  2.7689
O  -0.9327  -2.6020  1.8326
O  -0.4113  -2.4752  4.0190
C  -1.4574  -1.5713  4.2403
H  1.4673  -6.3580  0.9128
H  0.0793  -6.1836  1.7835
H  1.5943  -6.2249  2.6783
H  0.3546  -4.1757  0.7183
H  2.1030  -4.0712  1.0869
H  -1.1795  -0.5255  4.0570
H  -1.7941  -1.6179  5.2724
H  -2.2970  -1.6913  3.5525